Entry 1:
A structure of composition C18H28CuO10 at a distorted geometry. Source: OMol25; level of theory: wB97M-V/def2-TZVPD.

Summary:
Kohn-Sham gap (spin up / spin down), eV: 6.75 / 6.61
Multiplicity: 2
HOMO energy (spin up / spin down), eV: -6.214 / -6.077
Total charge: 0
LUMO level (spin up / spin down), eV: 0.54 / 0.54
Relative energy (zero: lowest compared OMol25 entry of this formula, charge and spin), kJ/mol: 0.00

Atoms and positions in Å:
Cu: -0.04645 -0.27412 -0.82599
O: 0.71239 -1.93970 -1.85642
C: -0.28995 -2.37887 -2.71097
C: -1.70515 -1.81100 -2.52877
O: -1.77466 -0.57901 -1.88015
H: -0.34622 -3.48437 -2.73052
H: 0.00737 -2.16598 -3.75749
H: -2.36062 -2.55727 -2.03020
H: -2.17638 -1.69038 -3.51950
O: 0.91113 1.27341 -2.28694
C: 1.97962 1.55098 -2.73562
O: 2.17339 1.83829 -4.03946
C: 3.49789 2.34329 -4.28713
C: 4.28909 2.08125 -3.00168
C: 3.24870 1.83609 -1.94297
H: 3.36001 3.42651 -4.36680
H: 3.92056 1.99967 -5.22537
H: 4.86938 2.99518 -2.83754
H: 5.08396 1.35094 -3.15477
H: 3.04916 2.68862 -1.29415
H: 3.50650 0.99514 -1.30192
O: -0.79098 -1.12583 1.02006
C: -1.72973 -1.71701 1.46918
O: -1.64135 -2.66390 2.41611
C: -2.95239 -3.22665 2.63947
C: -3.94574 -2.17308 2.15057
C: -3.15634 -1.53762 1.00666
H: -3.04602 -3.37977 3.71341
H: -3.01641 -4.18540 2.12609
H: -4.04737 -1.39540 2.91192
H: -4.92263 -2.59052 1.92361
H: -3.38667 -0.49888 0.80720
H: -3.27137 -2.07050 0.05806
O: 1.79597 -0.22492 0.37123
C: 2.56719 -0.67799 1.15709
O: 3.59129 -1.44167 0.75115
C: 4.40751 -1.84174 1.85102
C: 3.48046 -1.74661 3.07784
C: 2.50316 -0.65033 2.66011
H: 5.26283 -1.16593 1.85490
H: 4.75609 -2.87198 1.83844
H: 4.04060 -1.66442 4.00703
H: 2.90516 -2.66948 3.17556
H: 2.78744 0.31278 3.09324
H: 1.49373 -0.81157 3.03344
O: -0.82679 1.54254 0.08004
C: -1.75778 2.10406 0.56853
O: -2.50582 1.66909 1.58885
C: -3.65108 2.52708 1.80513
C: -3.79898 3.33705 0.51637
C: -2.35682 3.37216 0.03462
H: -3.55738 3.13465 2.70661
H: -4.48945 1.86587 2.02067
H: -4.12276 4.36919 0.64543
H: -4.50172 2.87255 -0.17255
H: -1.82658 4.23939 0.44301
H: -2.19901 3.48611 -1.03575

***

Entry 2:
A cluster of 3 separate species, C18H28F8IN4O9S in total at a distorted geometry. Source: OMol25; level of theory: wB97M-V/def2-TZVPD.

Summary:
Kohn-Sham gap, eV: 8.16
HOMO energy, eV: -12.501
Total charge: +1
LUMO level, eV: -4.34

Atoms and positions in Å:
C: -0.36995 5.48821 -2.76795
N: 0.36195 4.66351 -1.72040
C: 1.20716 3.67936 -2.42424
C: -0.61103 4.06936 -0.92560
O: -1.49960 4.67697 -0.42732
C: -0.51321 2.55310 -0.63854
N: -1.57653 2.08907 0.27231
C: -2.76147 1.89235 -0.22973
N: -3.01179 2.15390 -1.55042
C: -4.47354 1.95434 -1.84649
C: -4.77201 0.46260 -1.57616
C: -3.77764 -0.39104 -2.41453
F: -6.07915 0.22583 -1.88702
C: -4.47315 0.24470 -0.04724
I: -6.29821 -0.08911 1.07511
N: -3.81215 1.40740 0.55483
S: -1.27794 1.79492 1.96855
O: -2.30568 2.36903 2.75519
O: -1.21942 0.40498 2.24489
C: 0.29235 2.68314 2.49744
F: 0.16975 2.81911 3.78218
F: 0.26048 3.90660 1.97876
C: 1.62662 1.89205 2.20701
F: 1.46959 0.85586 1.39300
F: 2.03853 1.40175 3.37730
C: 2.77398 2.84112 1.75623
F: 2.54152 3.36164 0.54809
F: 2.93805 3.82041 2.61357
F: 3.90884 2.18693 1.69104
H: -0.33326 6.52854 -2.44206
H: -1.39051 5.10428 -2.87826
H: 0.14029 5.32639 -3.72136
H: 0.59405 3.01517 -3.06459
H: 1.93431 4.15635 -3.08885
H: 1.79105 3.04177 -1.74805
H: 0.46817 2.37057 -0.17837
H: -0.50988 1.93148 -1.54318
H: -2.85304 3.15169 -1.72768
H: -4.58545 2.17976 -2.91273
H: -5.04608 2.64737 -1.21523
H: -2.87398 -0.57309 -1.82405
H: -3.48835 0.18828 -3.29981
H: -4.28913 -1.30734 -2.72683
H: -3.87538 -0.66351 0.06215
H: -4.45536 2.16559 0.77968
C: 2.12336 -2.01433 2.87772
O: 3.38871 -2.64722 3.05345
C: 4.11527 -2.71551 1.93667
O: 3.78555 -2.29021 0.85615
O: 5.26129 -3.33000 2.22213
C: 6.15261 -3.47100 1.11294
H: 1.62102 -2.01139 3.84216
H: 2.25301 -0.98902 2.54981
H: 1.51125 -2.56987 2.16716
H: 6.44351 -2.49489 0.72725
H: 5.69881 -4.07183 0.32647
H: 7.03967 -3.98276 1.47641
C: -1.40355 -6.95075 -0.35081
O: -0.07898 -6.95042 0.18095
C: 0.71735 -6.00570 -0.32333
O: 0.40903 -5.19035 -1.15624
O: 1.91235 -6.12109 0.25643
C: 2.87967 -5.16837 -0.19035
H: -1.94544 -7.75780 0.13552
H: -1.90602 -6.00885 -0.13264
H: -1.38740 -7.13545 -1.42414
H: 2.55322 -4.15523 0.03005
H: 3.07042 -5.28526 -1.25677
H: 3.80148 -5.36406 0.35240

***

Entry 3:
A structure of composition C18H28I2MnN5O4P at a distorted geometry. Source: OMol25; level of theory: wB97M-V/def2-TZVPD.

Summary:
Kohn-Sham gap (spin up / spin down), eV: 5.59 / 6.48
Multiplicity: 5
HOMO energy (spin up / spin down), eV: -14.833 / -14.864
Total charge: +3
LUMO level (spin up / spin down), eV: -9.24 / -8.38

Atoms and positions in Å:
Mn: -0.47019 -0.12589 -0.12991
I: 5.92542 1.17051 -4.06331
C: 4.14420 1.14471 -2.99665
C: 3.38945 2.30194 -2.86796
C: 2.20575 2.26112 -2.15168
I: 1.03617 4.00081 -2.09879
C: 1.74675 1.09494 -1.54562
O: 0.58935 1.12117 -0.83498
C: 2.49471 -0.06788 -1.71449
C: 2.00438 -1.42420 -1.27457
N: 1.17631 -1.43046 -0.03828
C: 0.72021 -2.80135 0.31953
C: -0.67932 -2.79529 0.86663
C: -1.24052 -3.89004 1.49169
C: -2.57612 -3.84405 1.85750
C: -3.32426 -2.70157 1.58580
C: -2.69906 -1.63632 0.98724
N: -1.39514 -1.67953 0.64109
C: 3.68751 -0.02828 -2.42999
H: 3.71632 3.22352 -3.33081
H: 2.86470 -2.07608 -1.11781
H: 1.39736 -1.87318 -2.06305
H: 1.75287 -1.06670 0.71782
H: 1.40921 -3.27696 1.01638
H: 0.72225 -3.40384 -0.58983
H: -0.64206 -4.77325 1.67583
H: -3.03526 -4.69555 2.34373
H: -4.37456 -2.64310 1.83532
H: -3.22807 -0.72110 0.75840
H: 4.26600 -0.93679 -2.55660
N: 0.16233 2.46556 4.84643
C: -1.07642 2.10335 4.06865
P: -0.66376 2.35337 2.27825
O: 0.68949 3.00347 2.33659
O: -0.90892 1.07158 1.53193
C: -1.73373 3.69113 1.59254
N: -0.80590 4.58448 0.81585
H: 0.84003 2.83235 4.14895
H: 0.57810 1.66307 5.31979
H: -0.00933 3.18161 5.55373
H: -1.90393 2.72853 4.39760
H: -1.34067 1.06453 4.24365
H: -2.18537 4.27923 2.38927
H: -2.52054 3.30750 0.94903
H: -0.70955 4.29163 -0.16408
H: 0.13786 4.47874 1.22396
H: -1.08736 5.56553 0.83421
C: -1.86001 0.49444 -5.28840
N: -1.99978 -0.16582 -3.98263
C: -2.70510 -1.45106 -3.97163
C: -1.54254 0.39372 -2.90275
O: -1.65155 -0.10446 -1.73934
H: -2.83699 0.80815 -5.65183
H: -1.42989 -0.20794 -5.99871
H: -1.20838 1.36076 -5.20370
H: -3.69740 -1.31735 -4.39883
H: -2.79140 -1.81717 -2.95552
H: -2.15700 -2.16690 -4.58145
H: -1.05625 1.36167 -3.04017

***

Entry 4:
An isolated molecule of C18H28N2O2. Source: OMol25; level of theory: wB97M-V/def2-TZVPD.

Summary:
Structure (SMILES): Cc1ccc(C(C)C)c(OCC(=O)NC2CCN(C)CC2)c1
Kohn-Sham gap, eV: 8.89
HOMO energy, eV: -8.208
Total charge: 0
LUMO level, eV: 0.68
Relative energy (zero: lowest compared OMol25 entry of this formula, charge and spin), kJ/mol: 180.37

Atoms and positions in Å:
C: -0.77488 -3.68325 0.22499
C: -1.26619 -2.52200 -0.58449
C: -1.54017 -2.65473 -1.93677
C: -2.00576 -1.57372 -2.66273
C: -2.20832 -0.33516 -2.07570
C: -2.70391 0.84351 -2.88025
C: -1.69035 1.22320 -3.96242
C: -4.07060 0.54665 -3.49993
C: -1.92989 -0.20147 -0.70899
O: -2.11641 1.05138 -0.16670
C: -1.86667 1.23017 1.20622
C: -0.39343 1.04304 1.59894
O: -0.07493 0.70674 2.72134
N: 0.45474 1.30948 0.59207
C: 1.89264 1.08050 0.63781
C: 2.55777 1.92872 1.72319
C: 4.06028 1.61584 1.76903
N: 4.36137 0.21468 1.97791
C: 4.11889 -0.23853 3.33272
C: 3.72199 -0.59987 0.96562
C: 2.20275 -0.39940 0.87831
C: -1.46803 -1.28825 0.02001
H: -1.62116 -4.24037 0.62822
H: -0.18796 -4.36244 -0.38908
H: -0.16671 -3.34445 1.06049
H: -1.38689 -3.60576 -2.42523
H: -2.21174 -1.69805 -3.71508
H: -2.81562 1.69144 -2.19924
H: -1.56566 0.41289 -4.67662
H: -0.72024 1.43941 -3.51940
H: -2.02828 2.10618 -4.50051
H: -4.78347 0.26924 -2.72688
H: -4.00526 -0.26938 -4.21529
H: -4.44620 1.42668 -4.01755
H: -2.48445 0.56931 1.82587
H: -2.15173 2.26558 1.41856
H: 0.04248 1.54680 -0.29744
H: 2.28840 1.37600 -0.34132
H: 2.40543 2.98931 1.51584
H: 2.09625 1.69796 2.68274
H: 4.53617 2.19435 2.56352
H: 4.51665 1.90740 0.81622
H: 4.71328 0.37100 4.01248
H: 3.06921 -0.18556 3.64723
H: 4.45344 -1.27200 3.41691
H: 3.94821 -1.64853 1.17018
H: 4.17376 -0.33680 0.00252
H: 1.78905 -1.00539 0.06937
H: 1.73356 -0.70720 1.81281
H: -1.24753 -1.19125 1.07157